# 1
# BrCeFH5O2PSi2

A structure of composition BrCeFH5O2PSi2 (ωB97M-V/def2-TZVPD, the OMol25 dataset).

The geometry in ORCA input format:
```
! RIJCOSX wB97M-V def2-TZVPD def2/J DEFGRID3
* xyz 3 2
O -1.2014 -1.7433 0.3934
P -1.9653 -0.4106 -0.1215
Si -0.4186 1.3003 -0.4905
F -1.3116 2.5308 -0.3407
O 0.6393 1.1723 0.7016
Si 2.0647 0.3862 0.7218
Br 2.1263 -1.1121 -1.0848
H -2.9215 -0.0054 0.7915
H -2.6750 -0.6877 -1.2760
H 0.1092 1.2359 -1.8508
H 2.1045 -0.5173 1.8777
H 3.2410 1.2332 0.6467
Ce 0.2084 -3.3824 0.0316
*
```

HOMO-LUMO gap (alpha / beta) (eV): 7.269 / 8.075
⟨S²⟩: 0.751

=====

# 2
# C2H7NO

A cluster of 2 separate species, C2H7NO in total (ωB97M-V/def2-TZVPD, the OMol25 dataset).

The geometry in ORCA input format:
```
! RIJCOSX wB97M-V def2-TZVPD def2/J DEFGRID3
* xyz 0 1
C 1.9854 0.4647 3.5608
C 1.8985 -0.8266 3.2103
O 1.3327 -1.1997 1.9744
H 2.5212 0.6460 4.4876
H 1.4653 1.3162 3.1516
H 2.5845 -1.6145 3.4941
H 1.0552 -0.3143 1.7084
N -3.2212 0.5574 -5.2345
H -3.7147 -0.2106 -4.8083
H -3.6364 0.8705 -6.0861
H -2.2705 0.3110 -5.4583
*
```

HOMO-LUMO gap (eV): 10.416

=====

# 3
# C52H70AsAuClN7O3PS

A structure of composition C52H70AsAuClN7O3PS (ωB97M-V/def2-TZVPD, the OMol25 dataset).

The geometry in ORCA input format:
```
! RIJCOSX wB97M-V def2-TZVPD def2/J DEFGRID3
* xyz 3 1
Au 0.6296 -0.1314 -1.0934
C 2.6062 -0.6738 3.0031
S 1.0837 -1.0858 2.1910
C 0.4265 -2.2980 3.3111
O 0.1209 0.1744 2.3111
H 2.4470 -0.3411 4.0263
H 3.1219 0.0681 2.3971
H 3.1776 -1.6074 2.9925
H 1.0351 -3.1890 3.1251
H -0.6018 -2.5092 3.0238
H 0.5198 -1.9996 4.3526
C 0.2339 1.3383 5.5050
C -1.0463 1.2747 4.6695
C -1.7995 -0.0446 4.9001
C -2.0031 2.4067 5.1137
P -0.7253 1.4489 2.8638
C -2.2576 1.2418 1.9847
C -2.6391 0.0025 1.4702
C -3.8838 -0.1468 0.8822
C -4.7481 0.9373 0.8019
C -4.3663 2.1784 1.2973
C -3.1240 2.3353 1.8881
C 0.2683 2.9024 2.2968
C -0.0166 4.1651 3.1282
C 1.7600 2.5548 2.4122
C -0.0717 3.1815 0.8268
H -0.0330 1.1725 6.5495
H 0.7285 2.3060 5.4447
H 0.9553 0.5648 5.2358
H -1.9497 -0.1575 5.9744
H -1.2547 -0.9229 4.5537
H -2.7795 -0.0384 4.4250
H -2.2431 2.2032 6.1592
H -2.9421 2.3962 4.5641
H -1.5630 3.3963 5.0726
H -1.9673 -0.8457 1.5070
H -4.1792 -1.1098 0.4871
H -5.7239 0.8162 0.3507
H -5.0356 3.0250 1.2258
H -2.8442 3.3079 2.2725
H 0.2968 4.0793 4.1665
H -1.0598 4.4764 3.0901
H 0.5701 4.9679 2.6786
H 2.0618 2.3059 3.4330
H 2.3194 3.4420 2.1109
H 2.0393 1.7669 1.7114
H -1.1064 3.4818 0.6808
H 0.1355 2.3314 0.1780
H 0.5688 4.0042 0.5036
C -2.5377 -5.1104 -4.0021
C -1.0549 -5.3797 -3.7104
C -0.5248 -6.3264 -4.7985
C -0.2930 -4.0524 -3.8692
C -0.9136 -6.0754 -2.3103
O -1.8348 -7.1751 -2.2665
C 0.4612 -6.7227 -1.9637
C 1.6619 -5.9884 -1.3406
C 2.5618 -5.1619 -2.2287
C 2.9923 -5.6480 -3.4612
C 3.8255 -4.9043 -4.2805
C 4.2561 -3.6554 -3.8586
Cl 5.2939 -2.7200 -4.8865
C 3.8853 -3.1634 -2.6203
C 3.0423 -3.9235 -1.8199
C -1.4660 -5.2854 -1.0905
N -1.3132 -3.8287 -1.0546
C -0.2370 -3.0853 -0.8478
N -0.5643 -1.8014 -0.9525
C -1.9023 -1.8214 -1.2258
N -2.3848 -3.0340 -1.2861
H -2.6297 -4.6731 -4.9984
H -2.9759 -4.4075 -3.2931
H -3.1253 -6.0255 -3.9797
H -0.8009 -5.9291 -5.7759
H -0.9539 -7.3295 -4.7435
H 0.5619 -6.4115 -4.7817
H -0.2417 -3.8207 -4.9356
H 0.7321 -4.0975 -3.5040
H -0.8089 -3.2118 -3.4033
H -1.5480 -7.8608 -2.8796
H 0.8060 -7.2769 -2.8377
H 0.1840 -7.4876 -1.2351
H 2.2778 -6.7853 -0.9134
H 1.3515 -5.3949 -0.4722
H 2.6826 -6.6315 -3.7933
H 4.1525 -5.2933 -5.2354
H 4.2634 -2.2083 -2.2785
H 2.7973 -3.5445 -0.8312
H -1.0220 -5.6910 -0.1810
H -2.5373 -5.4529 -1.0419
H 0.7499 -3.4800 -0.6894
H -2.4735 -0.9200 -1.3727
N -4.2599 1.9054 -4.1168
C -3.4537 2.9796 -4.0551
N -3.7638 4.0498 -4.7920
N -2.3706 3.0520 -3.3024
C -2.0264 2.0476 -2.5371
N -1.6141 1.2179 -1.8276
H -5.0455 1.8663 -4.7416
H -4.0135 1.0730 -3.6131
H -4.5577 4.0762 -5.4055
H -3.1523 4.8455 -4.7520
O 1.8672 1.4898 -1.1473
As 3.0898 1.6608 -2.3138
C 2.5548 1.0697 -4.0423
C 2.1264 -0.2446 -4.2207
C 1.7284 -0.6659 -5.4779
C 1.7679 0.2177 -6.5512
C 2.2058 1.5219 -6.3726
C 2.5999 1.9562 -5.1136
C 4.6214 0.6677 -1.7653
C 5.5185 0.1902 -2.7130
C 6.6661 -0.4724 -2.2941
C 6.9076 -0.6527 -0.9406
C 6.0076 -0.1709 0.0054
C 4.8633 0.4936 -0.4056
C 3.4960 3.5155 -2.3449
C 4.7923 3.9505 -2.6000
C 5.0526 5.3126 -2.6536
C 4.0242 6.2234 -2.4522
C 2.7308 5.7819 -2.1978
C 2.4589 4.4234 -2.1445
H 2.1176 -0.9456 -3.3926
H 1.4025 -1.6877 -5.6249
H 1.4641 -0.1168 -7.5349
H 2.2423 2.2033 -7.2121
H 2.9352 2.9766 -4.9743
H 5.3198 0.3083 -3.7720
H 7.3648 -0.8530 -3.0269
H 7.8051 -1.1645 -0.6182
H 6.2215 -0.2975 1.0600
H 4.1612 0.9021 0.3132
H 5.5983 3.2422 -2.7493
H 6.0570 5.6618 -2.8525
H 4.2309 7.2846 -2.4967
H 1.9340 6.4994 -2.0508
H 1.4520 4.0681 -1.9598
*
```

HOMO-LUMO gap (eV): 6.489